{
  "formula": "C4H35N2O13",
  "method": "wB97M-V/def2-TZVPD",
  "symbols": ["O", "C", "C", "C", "C", "N", "N", "H", "H", "H", "H", "H", "H", "H", "H", "H", "H", "H", "H", "H", "O", "H", "H", "O", "H", "H", "O", "H", "H", "O", "H", "H", "O", "H", "H", "O", "H", "H", "O", "H", "H", "O", "H", "H", "O", "H", "H", "O", "H", "H", "O", "H", "H", "O"],
  "xyz": [[3.63370, 0.73188, 0.98646], [3.58963, 0.27879, -0.14065], [2.43481, 0.45104, -1.11321], [1.05120, 0.51423, -0.44660], [0.73413, -0.80239, 0.28136], [-0.33968, -1.54873, -0.52753], [2.55543, -0.60225, -2.10770], [4.57220, -0.09102, -0.47352], [2.57436, 1.41509, -1.60867], [0.25194, 0.82173, -1.11184], [1.04910, 1.30058, 0.30872], [0.30153, -0.72715, 1.26647], [1.58399, -1.45396, 0.16761], [-1.30219, -1.29200, -0.24164], [-0.44249, -2.56590, -0.59251], [-0.25246, -1.27904, -1.52448], [2.42950, -0.33007, -3.06299], [2.20956, -1.50401, -1.82582], [-0.04026, -0.65473, -4.27935], [0.09269, 0.21969, -3.03659], [-0.28394, -0.62955, -3.34847], [-0.46599, 4.02904, 2.24487], [0.45569, 2.72269, 2.13531], [-0.24619, 3.25870, 1.71727], [-2.54696, 0.84545, -2.97424], [-3.62839, 0.69801, -1.87700], [-2.68524, 0.85491, -2.01929], [-3.61190, -2.13037, -1.45392], [-3.62161, -2.80673, -0.12057], [-3.31568, -1.99576, -0.54648], [2.46007, 2.24341, 3.43040], [2.20668, 1.39613, 2.21259], [1.75788, 1.74064, 3.00278], [0.03588, 3.38645, -0.01229], [-0.70098, 3.94933, -1.20640], [0.12532, 3.50646, -0.98827], [-0.55018, 0.67900, 4.14404], [-0.93279, 1.11086, 2.73895], [-0.76022, 0.32657, 3.27240], [-2.33423, -0.48320, 3.34630], [-2.79580, -1.94323, 3.72934], [-2.91475, -1.22302, 3.10001], [-3.60536, -0.07444, 1.37205], [-3.92406, 1.27296, 0.59556], [-3.62487, 0.36185, 0.50866], [0.19181, 2.64726, -3.08304], [-1.17940, 2.25252, -2.55176], [-0.52300, 2.01431, -3.21791], [2.24189, -3.41625, 2.54775], [0.95440, -2.50818, 2.20291], [1.73565, -2.95658, 1.87259], [1.52659, -3.85242, 0.13212], [2.37344, -4.27548, -0.98145], [1.49955, -3.88307, -0.84233]],
  "forces_ev_per_angstrom": [[-1.1032, -0.2638, 0.0067], [1.1209, 1.6183, 1.0276], [-0.5446, -0.8465, -0.5999], [0.2658, 0.0899, 1.5208], [-0.8701, -0.8889, -1.9779], [-1.3761, 0.5694, -0.7637], [0.5709, 0.4863, 0.4379], [-0.4912, -0.5519, -0.8318], [0.3333, 0.0344, 0.0343], [0.0451, -0.0443, -0.2896], [0.1497, 0.0941, -0.0258], [0.4176, 0.2524, 0.3887], [0.2631, -0.1695, 0.8496], [0.1300, 0.4256, -0.2514], [1.1015, -0.1153, 0.6260], [-0.1804, 0.0087, 0.0245], [-0.2649, -0.2754, -0.0555], [-0.1317, -0.1242, -0.4105], [-0.0970, -0.1739, -0.0157], [-0.6725, -0.1209, -0.4923], [0.3995, -0.0489, 0.3538], [0.2829, -0.0282, 0.2423], [0.1530, 0.5512, 0.5137], [-0.3189, -0.6254, -0.3654], [-0.0978, -0.1920, -0.0224], [0.2553, -0.0186, 0.1400], [-0.0356, 0.0796, -0.2213], [0.0726, 0.2731, -0.1157], [0.0136, 0.1138, 0.2286], [0.1719, -0.8750, -0.1987], [-0.0455, 0.0780, 0.1283], [0.2489, -0.2450, -0.0018], [0.0439, 0.1944, -0.2559], [0.1422, 0.1705, -0.4702], [0.0525, 0.2040, -0.0885], [-0.2090, -0.0076, 0.5475], [0.2673, 0.0059, -0.0048], [0.0375, 0.2027, -0.1275], [-0.1585, 0.1461, 0.0685], [0.2413, -0.5179, 0.1515], [0.0076, 0.3335, -0.0161], [-0.4855, -0.1451, -0.3409], [-0.3019, 0.1808, -0.0006], [0.0454, -0.1591, 0.5057], [0.1809, 0.2812, -0.1187], [-0.1195, 0.1138, 0.0909], [0.0751, -0.1324, 0.1532], [0.3261, 0.2020, -0.3251], [-0.4470, 0.1995, 0.4085], [0.2096, -0.2356, 0.7566], [0.3104, -0.2690, -0.8246], [-0.3532, 0.2510, -0.0085], [-0.2065, -0.0194, -0.6179], [0.5752, -0.0667, 0.6337]],
  "charge": 1,
  "homo_energy_ev": -12.2,
  "lumo_energy_ev": -2.38
}

---

{
  "formula": "C4H35NO15",
  "method": "wB97M-V/def2-TZVPD",
  "symbols": ["C", "N", "C", "C", "O", "C", "O", "H", "H", "H", "H", "H", "H", "H", "H", "H", "H", "H", "O", "H", "H", "O", "H", "H", "O", "H", "H", "O", "H", "H", "O", "H", "H", "O", "H", "H", "O", "H", "H", "O", "H", "H", "O", "H", "H", "O", "H", "H", "O", "H", "H", "O", "H", "H", "O"],
  "xyz": [[0.14082, -1.97256, 1.95535], [-0.73822, -1.51275, 0.87040], [-0.13462, -0.59494, -0.10189], [0.65399, -1.35374, -1.21644], [0.65598, -0.50453, -2.36745], [0.78236, 0.48652, 0.42449], [1.73737, 0.25289, 1.14663], [0.50110, -1.14438, 2.62713], [-0.43458, -2.66027, 2.55289], [1.04416, -2.54192, 1.56560], [-1.53430, -1.02468, 1.22616], [-0.98619, -0.08033, -0.59555], [0.12444, -2.29250, -1.54108], [1.70172, -1.60225, -0.97140], [1.34459, 0.17247, -2.28924], [0.67238, 1.44804, 0.07802], [2.04233, 3.11019, 0.63794], [2.70153, 1.85653, 0.95460], [2.85083, 2.62278, 0.44549], [3.99913, -1.82252, 0.77682], [2.63712, -1.26362, 1.09336], [3.09357, -2.05769, 0.94103], [1.61283, 0.85848, 3.27613], [1.25604, 1.93146, 4.38935], [1.00587, 1.04291, 3.97746], [-2.42042, -2.08968, -2.15195], [-1.42389, -1.26825, -2.83930], [-2.34073, -1.30626, -2.62876], [-3.12509, -0.18229, -1.59016], [-2.66040, 1.31527, -1.33093], [-3.31503, 0.60857, -1.02028], [2.58259, 1.93048, -0.98378], [3.04709, 1.73044, -2.52661], [2.35887, 1.52791, -1.94895], [-1.19310, 2.80200, -1.79797], [-0.44756, 4.10444, -2.10864], [-0.95439, 3.63560, -1.40255], [0.89499, -3.74774, 0.13328], [2.39732, -3.36686, 0.15910], [1.72455, -3.99607, -0.29718], [-1.58998, 1.10513, 1.97328], [-0.31377, 1.21068, 2.81380], [-0.66897, 1.36900, 1.94539], [-3.25949, 0.42891, 0.60084], [-3.78529, -0.25923, 1.88721], [-3.13307, 0.30836, 1.63215], [-1.63500, -4.16497, -1.13006], [-1.70232, -2.85329, -0.16726], [-2.18406, -3.34387, -0.90076], [-1.92015, 0.88091, -3.25455], [-0.58321, 0.67528, -2.56408], [-1.30848, 1.31868, -2.70624], [-0.11850, 3.73828, 0.06012], [-0.05528, 2.91383, 1.38380], [0.40254, 3.62117, 0.90526]],
  "forces_ev_per_angstrom": [[0.9125, 0.1405, 0.1210], [1.1372, -0.1984, -0.4466], [-0.1963, -0.5533, -0.5842], [-0.3546, 0.0362, -0.6386], [-0.5165, -0.4018, -0.4365], [-0.0606, -2.2800, 0.8470], [0.6256, -0.2711, 0.3385], [-0.3140, -0.8511, -0.6241], [-0.1593, -0.2921, 0.3138], [-1.3316, 0.9182, 0.5763], [-0.5490, 0.1996, 0.6664], [0.5626, -0.4273, 0.1986], [0.5300, 0.9362, 0.6697], [-0.7106, 0.0538, 0.1303], [0.6463, 0.4015, 0.1177], [-0.4644, 2.2543, -1.1967], [-0.9152, 1.0008, -0.0245], [0.0846, -1.9073, 1.1660], [1.0681, 1.0218, -1.2737], [0.6400, 0.0836, -0.1045], [-1.2709, 2.1602, 0.4306], [1.3339, -2.1183, -0.1156], [0.9349, -0.0162, -0.7474], [-0.3372, -1.9038, -1.0126], [-0.3333, 1.8853, 1.9108], [-0.4024, -2.8526, 1.6581], [1.2730, 0.1686, -0.3768], [-0.8690, 2.3227, -1.6180], [0.1624, 0.7229, 0.2876], [-1.3051, -1.6426, 0.4299], [0.7559, 1.0398, -0.2478], [-0.1576, -0.4352, -2.1035], [1.8470, 0.6105, -1.3181], [-1.5462, 0.0287, 3.3766], [-0.0704, -0.7935, -0.6157], [-0.6395, -0.5809, 0.8391], [0.7289, 1.7282, -0.5020], [0.1837, -0.2619, -0.1631], [-1.3987, -1.3302, -0.9869], [1.0157, 0.9137, 0.9273], [-0.9165, -0.2055, 0.0058], [0.5706, -0.1449, 1.1066], [-0.3054, 0.3731, -0.8211], [0.1357, -0.1469, 1.5729], [-2.7946, -2.3215, 1.2664], [2.4971, 2.4184, -3.0080], [-1.1579, 1.8489, 0.6584], [-0.1752, -0.4811, -0.6802], [1.4171, -1.4626, 0.1927], [-1.2887, -0.7491, -1.1507], [0.1656, -0.0620, -0.0286], [1.2357, 1.0792, 0.7519], [0.4425, -0.1892, 0.8096], [-0.2572, 0.0431, 0.0784], [-0.1086, 0.4908, -0.6225]],
  "homo_energy_ev": -9.6,
  "lumo_energy_ev": 0.26
}

---

{
  "formula": "C4H36NO15",
  "method": "wB97M-V/def2-TZVPD",
  "symbols": ["O", "C", "O", "C", "C", "C", "N", "H", "H", "H", "H", "H", "H", "H", "H", "H", "H", "H", "H", "O", "H", "H", "O", "H", "H", "O", "H", "H", "O", "H", "H", "O", "H", "H", "O", "H", "H", "O", "H", "H", "O", "H", "H", "O", "H", "H", "O", "H", "H", "O", "H", "H", "O", "H", "H", "O"],
  "xyz": [[-1.65683, 0.27110, 1.66734], [-1.32417, -0.07952, 0.57444], [-0.13891, -0.66075, 0.25931], [-2.13994, -0.01049, -0.69232], [-3.37938, -0.91747, -0.65412], [-4.11048, -0.89912, -2.03915], [-1.35217, -0.25633, -1.92728], [0.66448, -0.21343, 0.77218], [-2.63948, 0.98054, -0.79031], [-3.99827, -0.59785, 0.18420], [-3.18031, -1.97936, -0.55837], [-4.31046, 0.11106, -2.37944], [-4.93966, -1.59237, -1.89814], [-3.49080, -1.31301, -2.80674], [-0.35086, -0.06140, -1.78182], [-1.67294, 0.38763, -2.64819], [-1.37092, -1.27911, -2.13707], [1.52461, 4.54426, 1.32773], [0.32652, 5.11823, 0.54093], [1.27523, 4.87636, 0.45982], [0.71471, 1.83904, -2.17732], [-0.28204, 2.77690, -1.36463], [-0.21136, 2.03084, -1.96744], [-1.26849, -4.76599, 0.16631], [-0.40024, -3.53148, 0.13825], [-1.30886, -3.83692, -0.11660], [-0.96491, -3.46126, -3.07039], [-1.54022, -3.45222, -1.64735], [-1.60522, -2.97493, -2.52970], [3.89451, 1.77556, -0.37853], [4.94217, 0.97678, 0.40694], [4.06297, 0.89432, 0.01204], [-1.63412, 4.75566, 1.89760], [-1.04011, 3.34837, 1.65670], [-1.10858, 4.23538, 1.27647], [2.65947, -0.08113, 0.70516], [2.13751, 1.37935, 0.80002], [1.98092, 0.48888, 1.12927], [0.42451, -2.84734, 2.01224], [0.87504, -4.34131, 1.88771], [0.87619, -3.50428, 1.41143], [1.61707, -2.28158, -0.55936], [2.21508, -2.78940, 0.72575], [2.21439, -2.01332, 0.14747], [1.57003, 0.60211, 2.91224], [2.33898, 1.80851, 3.34870], [1.47894, 1.39457, 3.48525], [1.68678, -0.05844, -3.50185], [2.34480, -0.43691, -2.13993], [1.50080, -0.31466, -2.59152], [-0.22970, -1.88464, 3.71500], [-1.05037, -1.69760, 2.43251], [-0.82705, -2.34923, 3.11403], [3.10043, 3.33889, -1.92029], [2.43730, 3.88678, -0.63132], [2.68138, 3.05859, -1.09957]],
  "forces_ev_per_angstrom": [[-0.2426, 0.2020, 0.1980], [1.4954, -0.7127, -1.4348], [0.0203, 0.9367, 1.1335], [-2.0382, 0.7694, 0.0576], [-0.1448, -0.4070, -1.4070], [0.3670, 0.1697, 1.4952], [0.5929, -0.4391, 0.7832], [-0.5393, -0.5256, -0.5197], [0.9354, -0.2752, 0.2165], [-0.1016, 0.0044, -0.1899], [0.6234, -0.1062, 0.6857], [-0.8607, 0.1506, 0.1542], [-0.4363, 0.6133, -0.5007], [0.4742, -0.5727, -0.3124], [-0.3212, 0.1996, 0.0809], [0.0675, -0.5082, -0.1975], [-0.4201, 0.0572, -0.7085], [-0.2223, 0.1650, 0.1086], [0.7645, -0.5286, 0.0774], [0.1811, 0.2945, -0.2747], [-0.0773, 0.4946, 0.4914], [0.5352, 0.1494, -0.1058], [-0.2660, -0.0485, -0.1918], [-0.3790, 0.3093, -0.1615], [-0.7103, -0.1191, 0.1423], [0.8312, -0.4149, 0.3418], [-0.2606, 0.2763, -0.1174], [-0.2193, 0.3937, -0.4714], [0.5263, -0.4918, 0.2795], [-0.1618, -0.2773, 0.0193], [-0.1319, -0.2227, -0.1263], [1.4005, 0.6847, -0.5441], [-0.0382, -0.2096, -0.0474], [-0.0336, 0.1906, 0.0829], [-0.5086, -0.0805, 0.1921], [-0.3975, 0.4106, 0.1610], [0.0321, -0.0777, 0.0116], [-0.7958, -0.8985, -0.0968], [0.1024, -0.9540, -0.1983], [-0.1432, 0.0198, 0.2072], [-0.3256, -0.5044, 0.7809], [0.0785, 0.1738, 0.0513], [-0.0180, 0.1988, -0.0128], [1.0294, 0.5446, -0.9855], [-0.1672, 0.8347, 0.4586], [-0.0647, 0.0584, 0.2647], [0.1060, -0.4644, -0.0859], [0.2265, -0.1619, 0.0616], [0.0908, 0.0219, -0.0452], [-0.2087, 0.1518, 0.0288], [-0.3138, 0.1452, 0.1703], [-0.3287, 0.2530, 0.4099], [0.5220, 0.1195, -0.2743], [0.0101, 0.0733, 0.0092], [-0.3122, -0.2455, -0.1773], [0.1765, 0.1799, 0.0316]],
  "charge": 1,
  "homo_energy_ev": -13.4,
  "lumo_energy_ev": -2.51
}

---

| no. | F_max (eV Å⁻¹) | HOMO-LUMO gap (eV) |
| --- | --- | --- |
| 1 | 2.3 | 9.8 |
| 2 | 4.6 | 9.9 |
| 3 | 2.2 | 10.9 |